Formula: C3H6ClFO
Source: OMol25
Level of theory: the ωB97M-V functional and the def2-TZVPD basis

Calculated values
HOMO-LUMO gap, eV: 11.2
ΔE to the lowest compared entry with this formula, charge and spin, eV: 1.201

Atoms and positions in Å:
C (-1.095, -0.488, -0.254)
C (0.114, -0.334, 0.614)
C (1.309, 0.443, 0.030)
H (-1.041, 1.405, -0.856)
H (-1.827, -1.106, 0.193)
H (-0.936, -0.814, -1.280)
H (-0.294, 0.232, 1.470)
H (2.237, -0.248, -0.045)
H (1.516, 1.300, 0.749)
O (-1.540, 0.783, -0.322)
F (1.097, 0.943, -1.259)
Cl (0.460, -2.115, 0.961)

Atom charges from the Löwdin analysis, given in e for atoms 1 to 5: -0.389 -0.596 -0.194 0.097 0.100


Formula: C3H6ClN
Source: OMol25
Level of theory: the ωB97M-V functional and the def2-TZVPD basis

Calculated values
HOMO-LUMO gap (alpha / beta), eV: 9.1 / 7.3
ΔE to the lowest compared entry with this formula, charge and spin, eV: 5.118

Atoms and positions in Å:
C (1.467, 0.395, 0.271)
C (-0.796, -1.067, -0.171)
C (-1.609, 0.237, -0.087)
N (2.705, 0.629, 0.357)
Cl (3.967, -0.328, -0.328)
H (-0.688, -1.272, -1.180)
H (0.942, 1.154, 0.854)
H (-0.383, -1.574, 0.710)
H (-1.602, 0.967, 0.706)
H (-2.719, 0.073, -0.190)
H (-1.285, 0.785, -0.941)

Atom charges from the Löwdin analysis, given in e for atoms 1 to 5: -0.082 -0.004 -0.202 -0.502 0.498


Question: What is the formula in the second record?
Answer: C3H6ClN


Question: Among the records above, which one has the lowest ΔE to the lowest compared entry with this formula, charge and spin?
Answer: C3H6ClFO


Question: The highest ΔE to the lowest compared entry with this formula, charge and spin belongs to which entry?
Answer: C3H6ClN


Question: The lowest ΔE to the lowest compared entry with this formula, charge and spin belongs to which entry?
Answer: C3H6ClFO